Formula: C7H8
Source: the OMol25 dataset
Level of theory: the ωB97M-V functional and the def2-TZVPD basis

Results
SMILES: C#CC[C@H](C)C#C
energy above the lowest of the compared OMol25 structures with the same formula, charge and spin: 361.70 kJ/mol
Kohn-Sham gap: 10.889 eV

The geometry in ORCA input format:
```
! wB97M-V def2-TZVPD RIJCOSX def2/J DEFGRID3
* xyz 0 1
C 0.06 -1.46 0.09
C 0.34 1.10 -0.11
C -3.00 0.23 0.34
C -0.36 -0.08 0.62
C 1.72 0.83 -0.53
C 2.83 0.62 -0.93
C -1.81 0.09 0.50
H -0.14 -1.55 -0.98
H -0.49 -2.24 0.61
H -4.05 0.35 0.21
H -0.25 1.35 -1.00
H 3.82 0.43 -1.30
H 1.13 -1.62 0.26
H -0.09 -0.03 1.68
H 0.31 1.98 0.54
*
```

Formula: C7H8
Source: the OMol25 dataset
Level of theory: the ωB97M-V functional and the def2-TZVPD basis

Results
energy above the lowest of the compared OMol25 structures with the same formula, charge and spin: 674.17 kJ/mol
Kohn-Sham gap (spin up / spin down): 8.036 / 8.035 eV

The geometry in ORCA input format:
```
! wB97M-V def2-TZVPD RIJCOSX def2/J DEFGRID3
* xyz 0 1
C 2.42 -0.41 0.26
C 0.18 -1.09 -1.06
C -1.59 -0.06 0.63
C 1.35 -0.98 -0.15
C 0.41 1.26 -0.27
C -0.49 0.09 -0.43
C 1.17 0.42 0.71
H 0.55 -0.93 -2.04
H -0.16 -2.15 -0.95
H -0.03 2.24 0.16
H -1.30 0.33 1.66
H 0.74 0.30 1.67
H 1.06 1.66 -1.10
H -1.78 -1.10 0.78
H -2.52 0.41 0.13
*
```

Formula: C7H8
Source: the OMol25 dataset
Level of theory: the ωB97M-V functional and the def2-TZVPD basis

Results
energy above the lowest of the compared OMol25 structures with the same formula, charge and spin: 751.67 kJ/mol
Kohn-Sham gap (spin up / spin down): 7.385 / 7.380 eV

The geometry in ORCA input format:
```
! wB97M-V def2-TZVPD RIJCOSX def2/J DEFGRID3
* xyz 0 1
C 0.16 -1.31 -0.73
C -0.06 0.33 0.00
C 1.85 2.15 0.22
C -0.07 -2.61 -0.49
C -0.44 -0.15 -1.39
C -1.06 0.28 1.12
C 0.98 1.32 0.11
H 0.09 0.34 -2.21
H -1.52 1.27 1.25
H -0.59 0.01 2.07
H 1.03 -0.86 -0.09
H 2.64 2.87 0.32
H -1.84 -0.45 0.90
H -1.51 -0.23 -1.57
H 0.34 -2.95 0.48
*
```

Formula: C7H8
Source: the OMol25 dataset
Level of theory: the ωB97M-V functional and the def2-TZVPD basis

Results
SMILES: C#CC[C@H](C)C#C
energy above the lowest of the compared OMol25 structures with the same formula, charge and spin: 360.77 kJ/mol
Kohn-Sham gap: 10.973 eV

The geometry in ORCA input format:
```
! wB97M-V def2-TZVPD RIJCOSX def2/J DEFGRID3
* xyz 0 1
C -0.18 -1.55 -0.22
C 1.76 1.00 -0.50
C -1.63 0.16 0.75
C 0.30 0.96 -0.54
C -2.79 0.40 0.98
C -0.25 -0.15 0.40
C 2.95 0.96 -0.35
H -0.74 -1.58 -1.16
H 0.36 -0.15 1.32
H -0.63 -2.29 0.45
H 3.98 0.83 -0.12
H -0.06 0.78 -1.56
H -0.10 1.92 -0.22
H 0.86 -1.85 -0.42
H -3.82 0.57 1.18
*
```

Formula: C7H8
Source: the OMol25 dataset
Level of theory: the ωB97M-V functional and the def2-TZVPD basis

Results
SMILES: Cc1ccccc1
energy above the lowest of the compared OMol25 structures with the same formula, charge and spin: 3.18 kJ/mol
Kohn-Sham gap: 10.136 eV

The geometry in ORCA input format:
```
! wB97M-V def2-TZVPD RIJCOSX def2/J DEFGRID3
* xyz 0 1
C 0.28 -0.73 1.49
C -0.06 -1.50 -0.76
C -0.24 -0.18 -1.17
C -0.22 2.28 -0.74
C 0.18 0.58 1.06
C 0.18 -1.77 0.58
C -0.10 0.87 -0.28
H -0.24 -2.33 -1.42
H -1.26 2.60 -0.79
H 0.21 2.51 -1.72
H 0.34 -2.78 0.94
H 0.40 -0.95 2.54
H 0.38 1.46 1.66
H -0.45 -0.01 -2.22
H 0.24 2.96 -0.02
*
```

Formula: C7H8
Source: the OMol25 dataset
Level of theory: the ωB97M-V functional and the def2-TZVPD basis

Results
energy above the lowest of the compared OMol25 structures with the same formula, charge and spin: 97.90 kJ/mol
⟨S²⟩: 0.7703
Kohn-Sham gap (spin up / spin down): 9.292 / 7.263 eV

The geometry in ORCA input format:
```
! wB97M-V def2-TZVPD RIJCOSX def2/J DEFGRID3
* xyz 1 2
C 0.44 -1.20 1.33
C 0.59 1.07 -0.43
C -0.45 0.08 -0.52
C -1.61 0.24 -1.43
C 1.42 0.96 0.64
C 1.03 0.05 1.66
C -0.27 -1.17 0.15
H -0.86 -2.03 -0.13
H 0.70 -2.10 1.85
H -1.83 1.29 -1.62
H 0.96 1.46 -1.37
H 1.26 0.26 2.70
H -1.29 -0.06 -2.44
H 2.38 1.44 0.65
H -2.47 -0.30 -1.06
*
```

Formula: C7H8
Source: the OMol25 dataset
Level of theory: the ωB97M-V functional and the def2-TZVPD basis

Results
energy above the lowest of the compared OMol25 structures with the same formula, charge and spin: 473.94 kJ/mol
⟨S²⟩: 0.7565
Kohn-Sham gap (spin up / spin down): 6.804 / 6.855 eV

The geometry in ORCA input format:
```
! wB97M-V def2-TZVPD RIJCOSX def2/J DEFGRID3
* xyz 1 2
C 0.46 -0.17 1.16
C -0.83 0.10 1.72
C 0.20 1.10 -1.08
C -1.05 0.56 -0.63
C -1.69 0.66 0.71
C 1.46 -1.02 -1.07
C 0.48 -0.06 -0.33
H 2.34 -0.36 -1.17
H 1.23 -0.73 1.69
H -1.12 -0.26 2.76
H 1.56 -1.81 -0.38
H 0.39 2.09 -0.77
H 1.04 -1.41 -1.98
H -1.76 0.33 -1.54
H -2.72 0.99 0.89
*
```

| no. | electronic energy (hartree) |
| --- | --- |
| 1 | -271.393685 |
| 2 | -271.274672 |
| 3 | -271.245154 |
| 4 | -271.394040 |
| 5 | -271.530240 |
| 6 | -271.170500 |
| 7 | -271.027274 |